No. 1
The following is a DFT calculation (ωB97M-V with the def2-TZVPD basis set) of a molecular structure, C40H80AlB2F8O20S10.

CARTESIAN COORDINATES (ANGSTROEM)
S -17.5678 -6.2777 20.4441
S -12.3980 -7.7629 14.3688
S -19.3499 1.1482 17.0013
S -12.0889 -5.4355 19.9216
S -22.0484 -2.7322 11.3413
S -15.9562 -0.8771 13.6355
S -13.7532 -0.6491 17.2521
S -23.1816 -5.6280 18.9471
S -12.0992 -3.3944 14.5945
S -16.6412 -5.4726 8.4199
Al -14.8448 -2.8808 15.4672
F -15.2942 -2.9863 20.8785
F -15.5827 -4.1411 15.7655
F -16.7199 -2.2185 19.3091
F -17.3533 -2.4601 21.5472
F -18.8996 -7.6464 15.4096
F -19.0096 -6.7817 13.2730
F -20.4596 -8.3474 13.8700
F -18.2166 -8.9159 13.5086
O -15.2494 -5.5428 8.0937
O -18.1916 0.3268 16.7663
O -11.2612 -8.6255 14.1185
O -19.0478 2.6001 17.1047
O -23.1735 -2.1252 10.6171
O -18.9745 -6.0631 20.6768
O -14.7685 -0.0741 13.9506
O -11.9512 -4.3889 15.5888
O -12.2263 -6.4476 18.8858
O -20.9863 -1.8536 11.7469
O -17.2064 -4.1752 8.6983
O -13.5819 -2.7210 14.2773
O -12.1783 -4.0297 19.5292
O -24.5950 -5.9841 18.9519
O -14.3673 -1.8874 16.7713
O -16.0072 -1.9951 14.5334
O -12.5485 -6.6410 13.4176
O -12.7951 -0.1042 16.3110
O -16.7438 -5.1227 20.1812
O -22.7793 -4.3217 19.3711
C -12.0933 -4.0031 12.9047
C -13.1928 -5.6315 21.2968
C -22.2530 -6.9794 19.7257
C -20.3410 0.6646 18.4165
C -12.4339 -7.2511 16.0930
C -18.2583 -7.2120 9.4561
C -10.8300 -4.8250 22.1759
C -21.0114 -5.2928 11.5127
C -14.0630 -8.4785 14.3663
C -21.6428 -0.0015 16.4620
C -20.5265 0.7078 15.7235
C -16.2086 -1.4996 12.0445
C -21.4202 -6.8358 17.4773
C -16.9751 -6.5361 9.8484
C -18.1123 -0.0763 12.2867
C -10.4841 -2.1003 13.1915
C -17.0332 -7.2521 21.9040
C -21.3513 -4.1616 10.4139
C -21.7710 -4.9435 12.7809
C -10.4796 -5.5427 20.8772
C -17.2861 -7.4496 19.1470
C -15.2410 -0.1255 18.9434
C -14.9622 0.5825 17.6559
C -17.7288 -8.7500 19.8946
C -14.7262 -8.0337 15.6817
C -12.3306 -5.2766 22.5694
C -17.6546 -6.2560 7.1415
C -21.7976 0.5397 17.9341
C -21.9626 -7.8631 18.5447
C -11.1441 -1.9019 14.6143
C -22.6968 -3.7409 12.6300
C -17.5158 0.0617 13.7008
C -18.1476 -7.5638 7.9068
C -22.5224 -5.7765 17.3344
C -13.8569 -0.1495 19.7454
C -13.8908 -6.8181 16.2309
C -17.7337 -1.5379 11.8315
C -10.9354 -3.3204 12.2422
C -17.0680 -8.6884 21.3253
C -12.9180 -0.9374 18.8720
B -16.4776 -2.6531 20.5579
B -19.1430 -7.9950 13.9856
H -20.5860 -3.7683 9.7253
H -20.5320 -6.4152 18.0156
H -13.6241 0.9285 19.8078
H -11.7813 -5.0516 13.1008
H -15.9723 -7.0712 22.1737
H -19.9759 0.0266 15.1171
H -14.5221 -8.0514 13.4703
H -17.7371 -7.1788 18.1938
H -13.1424 -4.1217 12.6157
H -18.4583 -8.1590 9.9933
H -11.8749 -0.6585 18.8396
H -14.5800 1.6330 17.6810
H -16.1510 -7.1922 10.0330
H -22.2388 -4.4002 9.8250
H -18.7980 -8.9898 19.8792
H -18.1168 -0.5867 14.3453
H -16.1646 0.1356 19.5353
H -10.8389 -3.7732 21.9483
H -20.8547 1.5457 15.1156
H -22.6662 -3.1710 13.5593
H -12.8657 -4.5104 23.1796
H -21.3881 -1.0519 16.5081
H -10.1205 -4.0335 12.2414
H -14.6329 -8.8010 16.4410
H -10.5609 -1.2532 12.4990
H -13.5039 -6.6306 21.3546
H -15.8505 -0.6640 11.4248
H -14.1139 -5.9771 15.6315
H -16.0506 -8.9332 21.0507
H -22.8838 -7.4226 20.5100
H -11.0460 -2.8755 11.2727
H -10.0428 -5.0726 22.9160
H -9.9306 -6.4851 20.8698
H -14.0959 -0.6108 20.7135
H -18.0066 -1.6784 10.7967
H -17.4045 -9.6637 19.4060
H -10.3908 -1.8158 15.4290
H -21.3712 -6.2757 11.1175
H -22.1373 -4.7498 17.2261
H -22.3781 -5.8350 13.0296
H -17.7224 -6.9980 22.6874
H -13.0227 -1.9737 19.1024
H -17.0913 -5.9356 10.7526
H -22.6306 -0.0485 15.9658
H -9.9621 -4.8812 20.2295
H -9.3899 -2.3344 13.2759
H -14.0582 -4.9556 21.0720
H -19.1607 -7.8607 7.5622
H -17.3433 0.9963 14.2173
H -22.8957 -8.3521 18.3197
H -17.5235 -9.5167 21.9085
H -16.1848 -7.3981 19.0009
H -14.1872 -6.6259 17.2378
H -22.4312 -0.1503 18.4537
H -12.0142 -1.1999 14.6600
H -21.3987 -6.5481 20.2182
H -17.4251 -8.3818 7.7833
H -18.3312 -2.2385 12.4128
H -23.3522 -6.0272 16.6155
H -16.9283 -6.3392 6.2735
H -12.2482 -8.1293 16.6852
H -17.6503 0.5966 11.5742
H -18.5306 -5.6788 6.8643
H -23.7561 -3.9464 12.4653
H -19.2023 0.0275 12.2831
H -12.2006 -6.2382 23.1050
H -20.2099 1.3261 19.2407
H -15.5267 -2.2969 11.7703
H -15.7597 -7.6975 15.5734
H -21.1482 -8.5783 18.7871
H -19.9215 -0.2687 18.7889
H -19.9358 -5.3409 11.7241
H -22.3029 1.5225 17.8418
H -14.0796 -9.5422 14.2565
H -15.7462 0.5465 16.8789
H -11.7514 -6.4018 16.1675
H -21.1271 -4.7597 13.6171
H -21.0287 -7.2077 16.4921
H -15.4543 -1.1702 18.6974
H -19.0585 -6.4670 9.4604

Calculated values
Total charge   +1
Highest occupied orbital energy   -11.17 eV
Molar mass   1402.320 g/mol
E_LUMO   -2.24 eV
Orbital gap   8.923 eV
Energy above the lowest of the compared OMol25 structures with the same formula, charge and spin   144.2 kJ/mol
Energy   -8149.9082 Ha



No. 2
The following is a DFT calculation (ωB97M-V with the def2-TZVPD basis set) of a molecular structure, C6H3HfO6P.

CARTESIAN COORDINATES (ANGSTROEM)
Hf 4.1964 1.6568 -0.2028
P -1.4221 -1.3565 0.2505
O -0.9946 -2.9257 0.3044
O -2.7695 -1.0512 -0.5994
O 2.9040 1.0528 0.9147
O 2.4107 0.0502 -1.1719
O 0.9150 -1.2013 -2.3192
O -1.5319 -1.0020 1.7447
C -1.0571 2.6839 0.9464
C 0.5291 0.8329 0.3452
C 2.0156 0.8821 -0.0683
C 0.1521 -0.4609 -0.2161
C 1.2373 -0.8074 -1.2629
C -0.2550 1.7527 1.2005
H -2.7617 -0.0678 -0.7106
H -1.6949 -3.5037 -0.0875
H -1.8735 3.4652 0.9321

Calculated values
Total charge   +4
Highest occupied orbital energy   -25.38 eV
Molar mass   380.548 g/mol
E_LUMO   -20.97 eV
Orbital gap   4.412 eV
Energy   -1068.9380 Ha



No. 3
The following is a DFT calculation (ωB97M-V with the def2-TZVPD basis set) of a molecular structure, C20H17N7O2STa.

CARTESIAN COORDINATES (ANGSTROEM)
Ta 0.0920 -0.6739 -0.4562
S -1.3836 -2.2302 -1.5700
O -0.9108 -0.5694 3.4680
O -0.4838 2.0250 1.9817
N 0.0943 -0.1748 1.3934
N -1.7523 0.2032 -0.3835
N -2.5958 -0.6500 0.2881
N 0.0031 1.0506 -1.8713
N -3.2120 -2.8580 0.2753
N 0.3039 -2.5426 0.8339
N 1.9727 0.6453 -0.0161
C 0.6045 -4.8737 1.2521
C 0.9128 1.3500 -2.8071
C 0.8808 2.5340 -3.5278
C 3.7763 2.6055 0.7935
C -0.0749 -2.4023 2.1271
C -2.4878 -1.8692 -0.2223
C -1.0797 3.1476 -2.2932
C -2.0717 1.3888 -0.7820
C -0.4034 -0.9961 2.4936
C 0.6216 -3.7769 0.4072
C 1.6761 1.5200 0.9874
C 2.5261 2.5115 1.4060
C 0.2096 -4.7132 2.5699
C 0.3197 1.2586 1.5732
C -1.0136 1.9339 -1.6555
C 3.1700 0.7605 -0.6061
C -3.3568 2.0507 -0.4828
C -0.1507 -3.4426 3.0174
C 4.0960 1.7172 -0.2191
C -0.1071 3.4592 -3.2472
H 5.0590 1.7489 -0.7104
H 3.4153 0.0494 -1.3847
H -1.8833 3.8380 -2.0773
H -3.6827 2.6792 -1.3084
H 1.6820 0.6153 -3.0079
H -3.8895 -2.6598 1.0013
H 0.9073 -3.8878 -0.6304
H 0.8930 -5.8419 0.8665
H 2.2267 3.1732 2.2086
H -0.1482 4.4022 -3.7775
H 4.4899 3.3528 1.1163
H -0.4729 -3.2543 4.0333
H 0.1787 -5.5604 3.2429
H -3.2129 2.6854 0.4008
H 1.6246 2.7142 -4.2919
H -3.2388 -3.7632 -0.1678
H -4.1238 1.3198 -0.2410

Calculated values
Total charge   +3
Highest occupied orbital energy   -18.80 eV
Molar mass   600.418 g/mol
E_LUMO   -11.60 eV
Orbital gap   7.193 eV
Energy   -1760.4092 Ha



No. 4
The following is a DFT calculation (ωB97M-V with the def2-TZVPD basis set) of a molecular structure, CHCeO2.

CARTESIAN COORDINATES (ANGSTROEM)
Ce 1.6057 0.0705 0.0920
O 0.5739 -1.7904 -0.1280
O -0.4076 1.6470 0.0059
C -1.4432 2.1126 -0.0313
H -0.3287 -2.0397 0.0614

Calculated values
Total charge   +2
<S²>   0.752
Highest occupied orbital energy (alpha / beta)   -21.48 / -21.54 eV
Multiplicity   2
Molar mass   185.133 g/mol
E_LUMO (alpha / beta)   -11.56 / -11.00 eV
Orbital gap (alpha / beta)   9.928 / 10.542 eV
Energy   -663.6004 Ha



No. 5
The following is a DFT calculation (ωB97M-V with the def2-TZVPD basis set) of 2 unconnected molecules or ions with the total composition C4H13NO.

CARTESIAN COORDINATES (ANGSTROEM)
O 2.2063 -1.7339 -4.6763
N -1.7261 -1.2168 1.2138
C -0.6124 1.5869 0.6724
C 0.6361 1.4989 -0.1737
C -0.5511 -0.6770 1.9851
C -0.5115 0.8446 2.0381
H -0.9469 2.6004 0.8466
H 0.3597 -1.0897 1.5114
H -1.6008 -0.7891 0.2960
H -1.4339 1.0354 0.2018
H 0.3799 1.9106 -1.1557
H 2.9516 -1.7119 -4.0588
H 0.3375 1.2799 2.5790
H 1.7884 -0.8735 -4.5623
H -0.5172 -1.1224 2.9882
H -1.3827 -2.1478 0.9749
H 0.8956 0.5009 -0.5887
H -1.4165 1.0964 2.6221
H 1.5435 2.0629 0.0840

Calculated values
Total charge   0
Highest occupied orbital energy   -9.72 eV
Molar mass   91.154 g/mol
E_LUMO   0.53 eV
Orbital gap   10.248 eV
Energy above the lowest of the compared OMol25 structures with the same formula, charge and spin   89.0 kJ/mol
Energy   -290.1630 Ha



No. 6
The following is a DFT calculation (ωB97M-V with the def2-TZVPD basis set) of 2 unconnected molecules or ions with the total composition CH6N2P.

CARTESIAN COORDINATES (ANGSTROEM)
P 0.8214 0.6204 -0.1330
N -2.7493 -0.0913 0.1216
N 1.3031 -0.9139 0.0883
C -1.6449 0.2178 0.0189
H 1.6814 -1.3062 0.9636
H 1.6339 -1.5370 -0.7094
H -3.7813 -0.1632 0.2445
H 1.8412 1.5173 -0.1839
H 0.6419 0.6576 -1.5031
H 0.2525 0.9985 1.0925

Calculated values
Total charge   +1
Highest occupied orbital energy   -15.55 eV
Molar mass   77.047 g/mol
E_LUMO   -4.42 eV
Orbital gap   11.128 eV
Energy above the lowest of the compared OMol25 structures with the same formula, charge and spin   223.4 kJ/mol
Energy   -492.2138 Ha



No. 7
The following is a DFT calculation (ωB97M-V with the def2-TZVPD basis set) of a molecular structure, C27H39As3Cl2CsI2N4O2S2.

CARTESIAN COORDINATES (ANGSTROEM)
Cs 0.6836 0.2552 -0.1531
I -3.5012 -2.3411 -1.7692
I -2.1235 0.0506 -2.5011
As 2.9430 -0.6706 2.0058
As 4.4867 -6.6564 1.9700
As 1.4241 -2.8550 -0.4346
Cl -0.3839 -0.8093 2.6056
Cl -0.7369 4.3926 4.3205
S 0.4630 2.3022 2.1417
S 2.5171 0.9085 -2.7509
O 2.7398 0.0649 -1.5849
O 2.9597 0.4184 -4.0308
N 0.8746 3.4056 -3.5408
N 0.9587 1.1696 -2.7540
N 5.6736 5.7845 -1.5623
N -1.0752 2.1296 -3.0776
C 3.8033 2.6429 -1.0959
C 2.8965 0.1080 3.7970
C 4.5557 3.7724 -0.8147
C 3.8260 3.2074 -3.4346
C 0.0950 4.4247 -3.8228
C -2.2309 0.9593 5.6566
C 3.4405 -3.6903 1.7054
C 2.1132 -4.0387 0.9959
C -1.8322 3.1818 -3.3775
C 3.4257 2.3645 -2.4037
C 4.5835 4.3257 -3.1568
C -1.2946 4.3871 -3.7538
C 0.2928 2.2491 -3.1399
C 2.5300 -3.4563 -1.9418
C 3.2792 -2.5084 2.6873
C 4.5424 -3.3638 0.7009
C -0.0888 -4.0259 -0.8315
C -0.9515 0.4630 3.7019
C -1.7493 0.0326 4.7456
C -0.5599 1.7993 3.4635
C 4.9513 4.6236 -1.8413
C 4.8152 -0.1408 1.6275
C 6.3084 -6.1742 1.4292
C 3.8359 -4.8978 2.5893
C -1.0914 2.6824 4.4251
C 3.7752 -6.9287 0.1671
C -1.8938 2.2920 5.4844
H 4.8825 0.9381 1.7802
H 4.8382 3.9891 0.2090
H 5.0861 -0.3585 0.5959
H 4.3043 -2.4675 0.1251
H -2.2486 3.0485 6.1714
H 5.4910 -3.1782 1.2130
H -2.8561 0.6483 6.4827
H 2.1819 -5.0303 0.5471
H 2.7409 -4.5244 -1.8637
H 2.9900 -5.1328 3.2404
H 6.2116 6.1572 -2.3265
H 3.5147 1.9780 -0.2932
H 1.9633 -3.2665 -2.8537
H 3.9357 -6.0815 -0.4963
H -1.9860 -1.0187 4.8317
H -0.5553 -3.7173 -1.7651
H 6.3288 -5.5286 0.5532
H 4.6495 -4.5972 3.2597
H 3.5476 2.9705 -4.4517
H 0.2530 -5.0599 -0.9129
H 2.0660 -0.3301 4.3497
H 4.6931 -4.1707 -0.0167
H 4.3002 -7.7983 -0.2310
H 2.7124 -7.1616 0.2088
H -1.9113 5.2416 -3.9854
H 6.1774 5.7863 -0.6911
H 3.4530 -2.8846 -1.9948
H 0.5993 5.3379 -4.1292
H 1.3123 -4.0856 1.7410
H 2.4502 -2.7164 3.3712
H 2.7188 1.1769 3.6948
H 6.7995 -5.6659 2.2593
H -0.8407 -3.9434 -0.0479
H 4.1822 -2.4283 3.3011
H 4.8933 4.9823 -3.9623
H 3.8362 -0.0890 4.3159
H 5.5108 -0.6362 2.3077
H -2.9017 3.0175 -3.3056
H 6.8560 -7.0915 1.2149

Calculated values
Total charge   -1
Highest occupied orbital energy   -4.38 eV
Molar mass   1198.154 g/mol
E_LUMO   1.88 eV
Orbital gap   6.268 eV
Energy above the lowest of the compared OMol25 structures with the same formula, charge and spin   164.4 kJ/mol
Energy   -10461.4376 Ha



No. 8
The following is a DFT calculation (ωB97M-V with the def2-TZVPD basis set) of a molecular structure, C16H17Br2MnN7S.

CARTESIAN COORDINATES (ANGSTROEM)
Br -0.5645 1.6133 1.4143
Br -2.6328 1.9916 -1.9402
Mn 0.1958 -0.3497 0.3445
S 2.9608 0.7965 -3.2299
N 2.0761 -0.8924 1.2881
N -0.4689 -3.0419 -1.0779
N -0.3752 -1.7309 -1.2370
N -1.1989 -4.7939 -2.4327
N -0.9010 -3.4554 -2.2174
N 1.2146 0.5118 -1.0715
N -1.1150 -2.5418 -3.1428
C -4.0983 -3.5278 1.4030
C -2.2805 -3.4514 3.0900
C 4.1012 -0.1918 2.7825
C -2.9394 -1.3896 0.0507
C 2.9497 -0.5863 1.9528
C -4.7035 -3.0173 0.2926
C -4.1236 -1.9110 -0.3815
C -0.7682 -1.4454 -2.4793
C -1.1395 -2.8678 3.5524
C -2.6415 3.4213 -0.7606
C -0.4939 -1.8499 2.7979
C -0.9947 -1.4224 1.6040
C 1.9611 0.6273 -1.9765
C -2.2564 -1.9308 1.1762
C 4.9934 -1.3916 3.1379
C -2.8764 -2.9836 1.8892
H -0.7782 -0.4505 -2.8966
H -0.9948 -4.9938 -3.4002
H 5.7651 -1.0725 3.8361
H -2.5193 -0.5265 -0.4455
H -4.5499 -4.3534 1.9452
H 3.7015 0.2832 3.6754
H 5.4765 -1.7936 2.2491
H -3.2344 3.3071 0.1348
H -5.6350 -3.4406 -0.0653
H 4.6546 0.5671 2.2348
H -0.6470 -5.3387 -1.7866
H 0.4101 -1.4186 3.1972
H 4.4137 -2.1868 3.6053
H -4.6324 -1.4683 -1.2316
H -0.7027 -3.1921 4.4894
H -1.8091 4.1071 -0.8256
H -2.7594 -4.2571 3.6401

Calculated values
Total charge   0
<S²>   8.956
Highest occupied orbital energy (alpha / beta)   -7.98 / -8.05 eV
Multiplicity   6
Molar mass   554.174 g/mol
E_LUMO (alpha / beta)   -0.54 / 0.17 eV
Orbital gap (alpha / beta)   7.445 / 8.215 eV
Energy above the lowest of the compared OMol25 structures with the same formula, charge and spin   26.7 kJ/mol
Energy   -7700.3287 Ha



Among the records above, which one has the highest energy?
C4H13NO



The lowest total charge belongs to which entry?
C27H39As3Cl2CsI2N4O2S2



Which of these has the lowest total charge?
C27H39As3Cl2CsI2N4O2S2